ORCA calculation (ωB97M-V with the def2-TZVPD basis set) on a 19-piece molecular cluster, C11H60NO18 overall in a non-equilibrium geometry.

Last column: Löwdin charge in e.
Cartesian coordinates (Å):
C 7.998 22.347 20.670  -0.10
C 7.587 21.532 21.818  -0.26
C 8.307 21.858 23.122  -0.12
C 8.102 20.836 24.357  -0.09
N 8.985 21.084 25.478  -0.19
C 9.022 22.547 25.934  -0.05
C 10.441 23.068 25.768  -0.15
C 11.366 21.838 25.760  -0.10
C 10.428 20.793 25.064  -0.07
C 8.578 20.316 26.672  -0.12
C 8.288 18.730 26.388  -0.14
C 7.689 17.998 27.685  -0.08
H 9.107 22.411 20.380  0.11
H 7.758 23.402 20.890  0.08
H 7.604 21.821 19.849  0.06
H 7.713 20.400 21.705  0.13
H 6.613 21.757 22.041  0.08
H 8.080 22.816 23.327  0.05
H 9.374 21.897 22.951  0.11
H 8.228 20.032 23.834  0.04
H 7.135 21.002 24.802  0.12
H 8.965 22.631 26.921  0.09
H 8.170 23.012 25.538  0.12
H 10.855 23.835 26.432  0.13
H 10.633 23.350 24.788  0.06
H 11.565 21.489 26.790  0.12
H 12.160 22.123 25.073  0.10
H 10.812 19.809 25.442  0.15
H 10.779 20.870 24.124  0.07
H 7.565 20.738 27.096  0.17
H 9.302 20.398 27.544  0.14
H 9.399 18.225 26.352  0.15
H 7.575 18.629 25.484  0.10
H 8.251 18.138 28.573  0.05
H 7.570 16.987 27.464  0.04
H 6.665 18.173 27.751  0.04
O 9.336 26.022 26.039  -0.03
H 10.185 26.202 25.589  0.07
H 9.180 26.923 25.886  0.02
O 12.526 24.047 23.110  -0.05
H 12.706 24.558 23.824  -0.02
H 13.217 23.222 23.120  0.17
O 4.766 19.873 24.937  0.04
H 4.242 19.440 25.486  -0.01
H 4.270 20.383 24.340  0.05
O 10.261 18.342 22.569  -0.07
H 9.360 18.097 22.827  -0.02
H 10.142 18.164 21.605  0.08
O 11.193 19.506 29.334  0.07
H 11.138 18.695 28.956  -0.01
H 10.896 19.258 30.103  -0.04
O 5.204 16.962 30.012  0.02
H 4.953 17.818 29.837  0.03
H 4.797 16.623 30.781  0.07
O 8.881 25.575 21.694  -0.06
H 9.734 25.161 21.401  0.05
H 8.373 25.159 22.341  -0.05
O 8.147 14.490 29.377  -0.03
H 8.062 13.629 29.708  0.01
H 7.417 14.701 28.787  -0.01
O 4.664 22.166 26.485  -0.12
H 4.753 23.084 26.068  0.07
H 4.883 21.449 25.834  -0.02
O 5.676 14.966 27.982  0.02
H 5.197 14.245 27.959  -0.03
H 5.204 15.553 28.579  0.02
O 8.147 26.266 19.039  -0.09
H 9.090 26.490 18.680  0.12
H 8.327 25.818 19.877  -0.01
O 7.921 17.151 30.960  -0.08
H 6.901 17.390 30.775  0.08
H 8.197 16.537 30.375  -0.09
O 7.664 24.055 17.539  -0.02
H 6.995 23.733 17.995  -0.11
H 7.986 24.798 18.058  -0.02
O 13.051 18.807 22.972  -0.06
H 12.098 19.099 22.970  0.01
H 13.127 17.959 23.339  0.00
O 11.313 24.002 20.518  -0.05
H 11.767 23.936 21.439  0.05
H 11.798 24.612 20.064  -0.01
O 7.694 17.588 23.028  -0.04
H 6.812 17.582 23.074  -0.02
H 7.796 17.485 21.970  0.16
O 7.204 25.367 23.881  -0.04
H 7.724 25.695 24.655  0.04
H 6.805 26.009 23.342  0.03
O 5.344 22.729 18.525  -0.05
H 4.868 22.663 19.418  0.09
H 5.011 22.135 17.889  0.02

Forces on the atoms, in the same order (eV/Å):
C 2.87 1.04 -0.35
C 2.66 -3.07 2.18
C 1.49 -2.62 0.66
C -2.01 7.20 -0.23
N 3.07 0.49 0.18
C 1.68 -0.16 -2.29
C 0.83 -0.62 -0.51
C -2.39 -0.43 1.02
C 2.19 -1.08 5.07
C -2.37 -2.71 2.30
C 1.99 0.15 1.27
C 0.84 1.52 -2.72
H -1.18 -0.45 1.02
H -0.53 -0.47 -0.90
H -1.13 0.58 -1.61
H -0.38 1.33 -0.45
H -2.92 0.06 0.16
H -1.05 3.43 1.30
H 0.48 -0.25 -0.32
H 0.81 -5.66 -1.68
H -0.76 -0.54 -0.38
H -1.17 -0.68 4.41
H -0.73 1.07 -0.99
H -0.93 -0.13 0.15
H -0.28 1.52 -1.97
H 0.76 0.30 -0.66
H 0.62 -0.69 0.73
H -1.17 0.54 -0.46
H -0.72 0.05 -3.89
H 1.86 -0.38 -1.16
H -0.48 0.11 -1.41
H -2.83 1.08 -0.96
H 1.64 -0.21 1.43
H 0.31 0.31 0.79
H 0.83 -2.10 -0.44
H -1.86 1.43 0.77
O 1.53 -0.79 -0.81
H 0.49 -1.79 0.15
H -2.18 2.70 0.59
O 1.48 -5.83 -3.46
H 1.11 2.43 3.40
H -2.41 3.24 0.09
O 5.25 2.03 -2.81
H -3.99 -3.01 3.75
H -1.35 0.73 -1.22
O -0.82 -0.26 -1.58
H 0.25 0.18 1.01
H 0.98 0.39 0.77
O 2.29 4.88 -4.72
H 0.22 -3.80 -2.87
H -2.61 -1.09 7.51
O 1.80 -2.66 -1.03
H -1.28 3.03 -0.32
H -0.89 -0.25 1.38
O 2.26 1.62 -2.77
H -1.20 -0.25 0.81
H -0.65 -1.62 1.91
O 0.86 2.29 -0.51
H -0.41 -1.79 0.55
H -0.42 -0.42 -0.05
O 0.45 1.26 -1.04
H -0.13 -2.24 0.63
H -0.16 1.20 0.64
O 3.62 5.62 0.08
H -3.72 -6.00 -0.43
H 0.15 0.44 0.27
O 2.77 0.74 -1.19
H -2.64 -0.48 1.01
H 0.03 0.21 0.43
O -4.38 4.74 2.93
H 3.77 -1.38 0.27
H 0.95 -3.58 -3.13
O 5.08 1.84 -3.53
H -5.11 -2.50 3.23
H -0.12 0.36 -0.04
O -1.06 2.94 -0.82
H 1.42 -1.20 0.04
H -0.29 -1.77 0.77
O -1.31 -2.60 4.33
H -1.02 0.32 -2.21
H 2.16 2.55 -2.05
O 5.31 -0.39 -4.61
H -5.63 0.02 0.87
H -0.25 0.18 3.57
O 1.19 -2.20 1.79
H -0.66 0.19 -1.16
H -0.61 1.87 -0.52
O 0.01 1.31 3.28
H 0.82 -0.20 -2.47
H -0.98 -1.18 -0.78

Its charge is +1. The calculation puts the energy above the lowest of the compared OMol25 structures with the same formula, charge and spin at 111.4 kJ/mol. The gap between HOMO and LUMO is 9.0 eV. Its spin multiplicity is 1.



ORCA calculation (ωB97M-V with the def2-TZVPD basis set) on a 21-piece molecular cluster, C11H65O20S overall in a non-equilibrium geometry.

Last column: Löwdin charge in e.
Cartesian coordinates (Å):
C 3.474 -2.854 0.357  -0.08
C 2.879 -1.458 0.753  -0.24
C 2.284 -0.750 -0.469  -0.23
C 2.203 0.802 -0.359  -0.20
C 1.738 1.360 0.988  -0.20
C 0.198 1.267 1.193  -0.19
C -0.228 -0.093 1.766  -0.22
C -1.729 -0.185 2.154  -0.19
C -2.294 -1.617 1.969  -0.20
C -3.472 -1.743 0.990  -0.24
C -3.206 -1.798 -0.517  -0.37
S -2.427 -0.368 -1.323  1.09
H 2.972 -3.635 0.940  0.07
H 3.371 -3.013 -0.720  0.07
H 4.525 -2.869 0.644  0.04
H 3.665 -0.848 1.227  0.10
H 2.134 -1.646 1.537  0.09
H 2.864 -0.985 -1.374  0.11
H 1.269 -1.129 -0.648  0.07
H 3.187 1.182 -0.675  0.09
H 1.495 1.147 -1.135  0.09
H 1.998 2.430 1.036  0.11
H 2.233 0.869 1.838  0.11
H -0.115 2.051 1.895  0.12
H -0.292 1.425 0.220  0.09
H 0.002 -0.864 1.020  0.08
H 0.350 -0.293 2.682  0.13
H -1.775 0.093 3.215  0.12
H -2.311 0.559 1.589  0.09
H -1.496 -2.343 1.745  0.11
H -2.694 -1.923 2.949  0.12
H -3.958 -2.710 1.206  0.12
H -4.235 -0.980 1.217  0.10
H -4.186 -1.870 -1.012  0.10
H -2.615 -2.670 -0.830  0.11
H -1.081 -0.533 -1.464  -0.02
H -2.728 0.803 -0.686  -0.02
O 6.197 -2.686 2.299  -0.05
H 6.631 -3.477 1.957  0.06
H 6.639 -1.962 1.837  0.02
O -3.956 2.593 -0.550  -0.06
H -3.954 3.069 -1.391  0.01
H -4.894 2.421 -0.396  0.06
O -5.397 4.256 -2.912  -0.07
H -5.980 3.874 -3.578  0.06
H -5.910 4.997 -2.536  0.03
O -2.040 -5.553 1.714  -0.04
H -1.612 -5.027 1.029  0.03
H -2.358 -4.906 2.354  0.03
O -6.621 5.543 -0.869  -0.05
H -7.365 5.492 -0.251  0.02
H -6.247 6.420 -0.719  0.06
O -2.372 -1.039 -4.753  -0.06
H -3.261 -0.874 -5.089  0.05
H -2.456 -0.993 -3.795  -0.05
O -3.156 5.832 -1.384  -0.05
H -3.686 5.245 -1.937  -0.01
H -2.643 5.247 -0.816  0.03
O -6.176 0.429 2.649  -0.04
H -5.445 0.815 2.154  0.01
H -5.909 -0.479 2.830  0.03
O 5.762 1.311 0.375  -0.05
H 6.078 1.689 -0.455  0.06
H 5.234 2.012 0.772  0.06
O -3.525 1.850 -3.952  -0.07
H -2.692 2.310 -4.142  0.02
H -4.101 2.554 -3.630  0.01
O -0.852 3.070 -4.466  -0.04
H 0.010 2.792 -4.136  0.05
H -0.669 3.452 -5.332  0.06
O 8.067 -0.421 0.405  -0.05
H 8.864 0.121 0.409  0.06
H 7.357 0.183 0.661  -0.01
O -6.085 0.473 -3.983  -0.06
H -5.257 0.933 -4.178  -0.02
H -6.695 1.150 -3.670  0.03
O 0.565 -1.002 -2.861  -0.07
H 1.309 -0.444 -3.118  0.06
H 0.075 -1.100 -3.689  0.05
O 8.162 -0.772 3.822  -0.05
H 7.539 -1.510 3.771  0.01
H 8.097 -0.340 2.963  0.01
O 10.300 -2.828 0.359  -0.07
H 9.928 -3.236 -0.437  -0.01
H 9.648 -2.175 0.633  -0.01
O -5.362 -5.958 2.722  -0.06
H -4.604 -5.578 2.268  -0.01
H -5.091 -6.864 2.911  0.05
O 9.249 -3.788 -2.162  -0.04
H 8.612 -4.494 -2.317  0.05
H 9.365 -3.365 -3.019  0.05
O 5.933 -1.105 6.040  -0.06
H 6.643 -0.564 5.669  0.01
H 5.352 -1.277 5.291  0.02
O -8.673 6.147 1.248  -0.05
H -9.422 6.058 1.848  0.05
H -8.331 7.032 1.422  0.05

Forces on the atoms, in the same order (eV/Å):
C -0.22 0.74 0.58
C 0.54 -0.69 -0.23
C -0.44 0.65 0.44
C 0.11 -0.64 -0.40
C -0.47 0.51 -0.08
C 0.59 -0.41 0.44
C -0.41 0.28 -0.13
C 0.80 -0.19 -0.14
C -0.40 0.27 0.54
C 0.17 -0.45 0.36
C -0.52 -0.20 0.71
S -0.51 0.02 -1.45
H 0.14 -0.04 -0.43
H 0.00 -0.25 0.23
H -0.07 -0.19 -0.20
H -0.18 -0.11 -0.26
H 0.00 0.37 -0.24
H -0.07 -0.06 0.30
H 0.32 -0.14 0.01
H -0.23 0.10 0.45
H 0.19 0.06 0.16
H 0.05 -0.30 -0.01
H 0.00 0.12 -0.27
H -0.07 -0.06 -0.28
H -0.06 0.19 0.22
H 0.07 -0.02 0.26
H 0.05 -0.12 -0.44
H -0.34 0.06 -0.33
H 0.01 -0.16 0.15
H -0.17 0.28 -0.12
H 0.08 -0.09 -0.32
H -0.02 0.29 -0.22
H 0.31 -0.15 -0.22
H 0.43 0.11 -0.15
H 0.03 0.37 0.08
H 0.09 0.19 0.72
H 0.27 -0.11 0.27
O 0.13 0.17 0.00
H 0.03 0.02 0.12
H 0.04 -0.10 -0.15
O 0.21 -0.51 -0.04
H -0.14 0.03 0.03
H 0.00 0.19 0.03
O 0.09 -0.17 -0.31
H 0.05 0.17 -0.05
H -0.02 -0.40 0.36
O -0.26 0.29 -0.05
H 0.07 -0.15 0.03
H 0.19 -0.09 0.11
O 0.05 0.32 0.06
H -0.15 -0.03 -0.02
H 0.07 -0.09 0.05
O 0.23 -0.16 0.18
H 0.08 0.05 0.01
H -0.27 0.14 -0.26
O 0.02 -0.12 -0.03
H 0.01 0.10 -0.06
H -0.08 0.09 0.03
O 0.12 -0.06 -0.18
H -0.02 0.05 0.15
H -0.09 0.06 0.09
O -0.03 0.15 -0.13
H -0.01 -0.06 0.01
H 0.08 -0.08 0.12
O -0.10 0.21 0.34
H 0.22 -0.14 -0.23
H 0.05 0.16 0.01
O 0.02 -0.05 -0.03
H -0.08 0.03 0.01
H -0.09 0.00 0.05
O 0.08 0.00 0.28
H 0.02 -0.10 -0.04
H -0.18 0.14 -0.13
O 0.09 0.05 0.13
H -0.02 -0.09 -0.05
H -0.02 -0.11 -0.06
O -0.55 0.22 -0.40
H 0.06 -0.07 0.26
H -0.05 -0.14 -0.08
O -0.27 0.11 0.05
H 0.14 -0.12 -0.02
H 0.12 -0.08 0.02
O -0.06 0.00 0.07
H 0.05 0.14 0.01
H -0.04 -0.09 -0.04
O 0.10 0.08 0.03
H 0.02 -0.18 -0.10
H -0.06 0.05 -0.01
O -0.20 -0.09 -0.19
H 0.09 0.01 0.05
H 0.08 0.01 0.10
O -0.04 0.11 -0.16
H 0.04 -0.07 0.03
H 0.04 -0.04 0.07
O 0.12 0.17 0.01
H 0.03 -0.11 -0.09
H -0.06 -0.04 0.03

Its charge is +1. The gap between HOMO and LUMO is 9.1 eV. Its spin multiplicity is 1.